(1)
# C2H10NO2S

A 3-piece molecular cluster, C2H10NO2S overall in a non-equilibrium geometry (the ωB97M-V functional and the def2-TZVPD basis, the OMol25 dataset).

## Properties
highest occupied orbital energy: -2.777 eV
total charge: -1
relative energy (zero: lowest compared OMol25 entry of this formula, charge and spin): 33.9 kcal per mole

CARTESIAN COORDINATES (ANGSTROEM)
S: 0.213 0.036 -2.757
O: 1.754 -3.504 0.647
O: -0.475 3.460 2.548
N: 0.186 -1.328 -0.318
C: -0.894 0.763 -1.493
C: -0.643 0.017 -0.089
H: -0.702 3.459 1.610
H: -1.458 0.001 0.639
H: -0.152 2.588 2.682
H: -0.188 -1.765 -1.185
H: -0.673 1.927 -1.469
H: 0.069 0.619 0.477
H: -2.013 0.602 -1.747
H: 2.613 -3.254 0.469
H: 1.014 -0.968 -0.717
H: 1.349 -2.654 0.703

Atoms 1-3, force components in eV/Å:
S -0.314 0.758 -0.751
O -1.525 -1.884 0.776
O -0.458 1.034 -0.417

natural (NBO) atomic charge list, values in e, 8 entries: -0.697 -0.956 -0.943 -0.898 -0.566 -0.251 0.474 0.174

(2)
# C2H10NO2S

A 3-piece molecular cluster, C2H10NO2S overall in a non-equilibrium geometry (the ωB97M-V functional and the def2-TZVPD basis, the OMol25 dataset).

## Properties
highest occupied orbital energy (alpha / beta): -9.848 / -9.489 eV
multiplicity: 2
relative energy (zero: lowest compared OMol25 entry of this formula, charge and spin): 11.0 kcal per mole

CARTESIAN COORDINATES (ANGSTROEM)
S: 1.185 -2.631 0.914
O: 2.263 2.434 -1.337
O: -3.409 0.099 -1.194
N: 0.272 0.157 -0.505
C: 0.484 0.094 0.914
C: 0.245 -1.222 1.584
H: -3.754 -0.776 -0.991
H: -0.714 0.444 -0.657
H: -0.211 0.785 1.411
H: -0.905 -1.505 1.666
H: 0.500 -0.800 -0.789
H: 0.563 -1.179 2.637
H: -2.476 -0.085 -1.412
H: 2.740 2.187 -2.135
H: 1.548 0.297 0.992
H: 1.667 1.701 -1.100

Atoms 1-3, force components in eV/Å:
S -0.533 0.447 0.058
O -0.037 0.066 0.218
O 0.802 -0.231 -0.080

natural (NBO) atomic charge list, values in e, 8 entries: 0.103 -0.969 -0.927 -0.851 -0.254 -0.600 0.469 0.355

(3)
# C2H10NO3

A 3-piece molecular cluster, C2H10NO3 overall in a non-equilibrium geometry (the ωB97M-V functional and the def2-TZVPD basis, the OMol25 dataset).

## Properties
highest occupied orbital energy: -14.498 eV
total charge: +1
relative energy (zero: lowest compared OMol25 entry of this formula, charge and spin): 25.1 kcal per mole

CARTESIAN COORDINATES (ANGSTROEM)
O: -2.215 1.796 0.598
O: 2.545 -0.562 -1.574
O: -0.807 -0.083 2.147
N: -0.471 0.253 -0.765
C: 0.284 -0.665 0.108
C: -0.246 -0.930 1.498
H: 0.454 -1.654 -0.296
H: 3.181 -1.257 -1.790
H: -2.681 1.167 1.175
H: -1.232 -0.266 -1.230
H: -0.287 -1.979 1.835
H: 2.950 0.293 -1.741
H: -1.806 2.260 1.355
H: -1.082 0.974 -0.267
H: 1.273 -0.197 0.271
H: 0.142 0.850 -1.325

Atoms 1-3, force components in eV/Å:
O -0.034 0.099 1.327
O -0.307 -0.069 0.051
O 0.429 -0.070 0.024

natural (NBO) atomic charge list, values in e, 8 entries: -0.927 -0.983 -0.507 -0.706 -0.349 0.420 0.246 0.502

(4)
# C2H10NO4

A 5-piece molecular cluster, C2H10NO4 overall in a non-equilibrium geometry (the ωB97M-V functional and the def2-TZVPD basis, the OMol25 dataset).

## Properties
highest occupied orbital energy: -14.377 eV
total charge: +1
relative energy (zero: lowest compared OMol25 entry of this formula, charge and spin): 286.9 kcal per mole

CARTESIAN COORDINATES (ANGSTROEM)
O: -2.498 -0.111 1.199
O: -1.585 1.079 -1.543
O: 0.863 0.555 -2.244
O: 0.669 1.067 1.086
N: 1.616 -1.314 -0.092
C: 0.796 -0.016 1.810
C: 1.005 -1.246 1.196
H: 0.896 -2.230 1.645
H: 0.890 0.117 2.926
H: 2.693 -1.442 0.032
H: -0.593 -0.335 -0.621
H: -2.035 0.325 0.420
H: -3.278 0.404 1.425
H: -2.091 1.782 -1.991
H: -0.146 0.807 -2.066
H: 1.516 1.223 -2.404
H: 1.282 -0.662 -0.778

Atoms 1-3, force components in eV/Å:
O 1.616 0.123 -1.126
O 4.025 -0.254 0.885
O -1.863 -2.298 1.041

natural (NBO) atomic charge list, values in e, 8 entries: -0.981 -0.934 -0.973 -0.315 -0.679 0.216 0.305 0.260

(5)
# C2H10NO4

A 3-piece molecular cluster, C2H10NO4 overall in a non-equilibrium geometry (the ωB97M-V functional and the def2-TZVPD basis, the OMol25 dataset).

## Properties
highest occupied orbital energy: -15.200 eV
total charge: +1
relative energy (zero: lowest compared OMol25 entry of this formula, charge and spin): 4.5 kcal per mole

CARTESIAN COORDINATES (ANGSTROEM)
O: -1.487 0.950 -0.866
O: 1.674 -0.872 -1.533
O: -1.263 1.345 1.353
O: 1.375 2.018 0.996
N: -0.651 -1.507 -0.666
C: -1.066 -0.866 0.638
C: -1.331 0.614 0.276
H: -0.871 -0.792 -1.388
H: -1.190 -2.344 -0.834
H: -1.310 2.291 1.156
H: 2.366 -0.381 -1.105
H: 1.496 1.671 1.908
H: -1.959 -1.341 1.040
H: -0.266 -1.046 1.354
H: 2.006 -0.926 -2.430
H: 2.057 2.700 0.896
H: 0.420 -1.513 -0.795

Atoms 1-3, force components in eV/Å:
O -0.081 0.159 0.126
O 0.294 0.002 -0.263
O -0.414 0.231 0.490

natural (NBO) atomic charge list, values in e, 8 entries: -0.575 -0.956 -0.635 -0.968 -0.722 -0.341 0.796 0.461

(6)
# C2H10NO5

A 4-piece molecular cluster, C2H10NO5 overall in a non-equilibrium geometry (the ωB97M-V functional and the def2-TZVPD basis, the OMol25 dataset).

## Properties
highest occupied orbital energy: -4.525 eV
total charge: -1
relative energy (zero: lowest compared OMol25 entry of this formula, charge and spin): 32.1 kcal per mole

CARTESIAN COORDINATES (ANGSTROEM)
O: -0.608 -1.485 -0.584
O: 2.447 0.175 -2.751
O: -0.006 0.442 -1.507
O: -3.018 -1.514 -1.487
O: 3.055 1.427 2.795
N: -1.565 -0.335 1.622
C: -0.715 0.487 0.741
C: -0.464 -0.245 -0.659
H: -1.330 1.412 0.555
H: -2.830 -0.603 -1.723
H: 2.686 0.637 3.121
H: 0.283 0.707 1.212
H: 2.347 1.115 -2.962
H: 1.543 0.200 -2.318
H: -2.491 -0.359 1.124
H: -1.084 -1.214 1.633
H: 3.873 0.989 2.434
H: -2.122 -1.833 -1.245

Atoms 1-3, force components in eV/Å:
O 0.168 -0.714 -0.619
O -1.375 1.109 0.378
O 1.551 2.768 -4.242

natural (NBO) atomic charge list, values in e, 8 entries: -0.812 -0.984 -0.758 -0.996 -0.918 -0.863 -0.351 0.771

(7)
# C2H10NS

A 2-piece molecular cluster, C2H10NS overall (the ωB97M-V functional and the def2-TZVPD basis, the OMol25 dataset).

## Properties
highest occupied orbital energy: -13.273 eV
total charge: +1
relative energy (zero: lowest compared OMol25 entry of this formula, charge and spin): 7.2 kcal per mole

CARTESIAN COORDINATES (ANGSTROEM)
S: 0.811 0.176 0.829
N: 0.718 -1.985 -1.551
C: -1.881 0.858 0.106
C: -0.433 1.319 0.123
H: 0.585 0.361 2.135
H: -0.055 1.531 -0.872
H: 1.028 -2.730 -0.921
H: -2.190 0.388 1.037
H: -0.075 -2.330 -2.098
H: -2.496 1.746 0.007
H: 0.378 -1.190 -0.981
H: -2.092 0.161 -0.699
H: -0.292 2.254 0.654
H: 1.505 -1.719 -2.143

Atoms 1-3, force components in eV/Å:
S 0.002 0.118 -0.302
N -0.387 -0.339 -0.013
C 0.187 0.167 0.423

natural (NBO) atomic charge list, values in e, 8 entries: -0.125 -0.872 -0.626 -0.506 0.177 0.218 0.459 0.227

(8)
# C2H10NSi

A 2-piece molecular cluster, C2H10NSi overall in a non-equilibrium geometry (the ωB97M-V functional and the def2-TZVPD basis, the OMol25 dataset).

## Properties
highest occupied orbital energy: -13.447 eV
total charge: +1
relative energy (zero: lowest compared OMol25 entry of this formula, charge and spin): 113.0 kcal per mole

CARTESIAN COORDINATES (ANGSTROEM)
Si: 0.253 1.838 2.284
N: 0.742 0.274 -0.579
C: -1.231 -1.068 -0.920
C: 0.319 -1.140 -0.797
H: 0.689 -1.453 -1.746
H: -0.378 0.702 1.586
H: 0.331 0.782 -1.341
H: -0.180 2.301 3.536
H: -1.501 -0.231 -0.279
H: -1.498 -0.903 -1.972
H: 1.466 2.287 1.500
H: 1.737 0.347 -0.752
H: -1.589 -2.016 -0.508
H: 0.842 -1.721 -0.012

Atoms 1-3, force components in eV/Å:
Si 1.159 -1.196 -2.409
N 0.432 -0.163 0.198
C 1.621 -1.027 0.888

natural (NBO) atomic charge list, values in e, 8 entries: 1.356 -0.887 -0.621 -0.219 0.188 -0.112 0.359 -0.161

Computed molar mass (g/mol) in order:
112.2, 112.2, 96.1, 112.1, 112.1, 128.1, 80.2, 76.2